Record 1
The following is a quantum chemistry calculation of C6H15ClI2NdO2PS as an isolated structure, from the OMol25 dataset.

The orbital gap (spin up / spin down) is 7.343 / 4.651 eV. As for the expectation value of S²: 3.925. The largest force on an atom comes out at 6.77 eV/A. As for the multiplicity: 4. Its total energy is -2743.95696 Ha. The calculation puts the HOMO energy (spin up / spin down) at -0.570 / -0.570 hartree. The value obtained for the energy above the lowest of the compared OMol25 structures with the same formula, charge and spin is 14.0 kcal per mole. Its charge is +2.

Geometry as XYZ:
```
29
C6H15ClI2NdO2PS ωB97M-V/def2-TZVPD
I -4.547 -1.780 -1.333
I -3.828 0.887 0.625
Nd -0.997 0.315 0.918
P 0.322 1.772 -1.532
C -0.721 2.277 -2.909
C 1.045 3.391 -1.007
H 2.561 0.800 -1.756
H 2.181 1.831 -3.197
H 1.453 0.187 -3.006
C 1.780 1.093 -2.474
H 1.824 3.186 -0.260
H 1.454 3.963 -1.858
H -0.230 3.008 -3.553
H -1.637 2.689 -2.485
H 0.246 3.956 -0.510
H -1.001 1.383 -3.467
C -1.776 -0.590 -1.291
O -2.126 -0.470 -2.403
Cl 1.731 0.423 1.204
C -0.483 -2.927 4.294
S 0.593 -1.952 3.188
C 1.125 -3.077 1.902
O -0.639 -1.249 2.524
H 0.118 -3.469 5.021
H -1.090 -3.591 3.671
H -1.135 -2.167 4.782
H 0.381 -3.809 1.612
H 1.399 -2.469 1.030
H 1.996 -3.612 2.271
```

Want to see where the charge sits? The Löwdin charges in e are:
1. I 0.756
2. I 0.360
3. Nd 1.078
4. P 0.679
5. C -0.292
6. C -0.262
7. H 0.031
8. H 0.073
9. H 0.046
10. C -0.249
11. H 0.035
12. H 0.071
13. H 0.070
14. H 0.047
15. H 0.044
16. H 0.031
17. C -0.382
18. O -0.080
19. Cl -0.140
20. C -0.193
21. S 0.940
22. C -0.238
23. O -0.826
24. H 0.071
25. H 0.069
26. H 0.081
27. H 0.069
28. H 0.032
29. H 0.078


Record 2
The following is a quantum chemistry calculation of C6H15ClI2O2PSSc as an isolated structure, from the OMol25 dataset.

The orbital gap is 6.358 eV. The largest force on an atom comes out at 2.37 eV/A. Its total energy is -2943.42717 Ha. The calculation puts the HOMO energy at -0.545 hartree. The value obtained for the energy above the lowest of the compared OMol25 structures with the same formula, charge and spin is 0.0 kcal per mole. Its charge is +2.

Geometry as XYZ:
```
29
C6H15ClI2O2PSSc ωB97M-V/def2-TZVPD
I 0.109 -2.903 -2.556
I -0.069 -3.610 -0.012
Sc -0.298 1.396 0.038
P -2.540 0.273 -0.636
C -3.214 -1.347 -1.121
C -3.531 0.515 0.878
H -3.346 2.359 -1.677
H -4.555 1.020 -1.686
H -3.176 1.023 -2.843
C -3.491 1.281 -1.823
H -3.289 1.452 1.401
H -4.591 0.509 0.579
H -4.312 -1.262 -1.227
H -2.954 -2.081 -0.347
H -3.342 -0.334 1.554
H -2.746 -1.664 -2.063
C 2.438 -4.506 -1.659
O 3.511 -4.850 -1.632
Cl -0.834 3.385 0.969
C 4.203 1.003 0.563
S 2.711 0.233 1.246
C 2.898 0.879 2.909
O 1.527 1.089 0.675
H 5.013 0.435 1.036
H 4.273 2.071 0.799
H 4.235 0.847 -0.519
H 3.707 1.625 2.928
H 1.968 1.310 3.287
H 3.179 0.000 3.507
```

Want to see where the charge sits? The Löwdin charges in e are:
1. I 0.247
2. I 0.209
3. Sc 0.804
4. P 0.699
5. C -0.279
6. C -0.260
7. H 0.058
8. H 0.073
9. H 0.066
10. C -0.249
11. H 0.036
12. H 0.075
13. H 0.083
14. H 0.019
15. H 0.066
16. H 0.004
17. C -0.296
18. O 0.072
19. Cl 0.135
20. C -0.199
21. S 1.029
22. C -0.198
23. O -0.687
24. H 0.088
25. H 0.087
26. H 0.076
27. H 0.079
28. H 0.081
29. H 0.081


Record 3
The following is a quantum chemistry calculation of the molecule C6H15F3NPSi, from the OMol25 dataset.

The orbital gap is 10.281 eV. The largest force on an atom comes out at 4.07 eV/A. Its total energy is -1223.02367 Ha. The calculation puts the HOMO energy at -0.356 hartree. The value obtained for the energy above the lowest of the compared OMol25 structures with the same formula, charge and spin is 0.0 kcal per mole. Its charge is 0.

Geometry as XYZ:
```
27
C6H15F3NPSi ωB97M-V/def2-TZVPD
C -1.936 0.841 -1.575
C -0.484 -3.034 0.162
C 0.126 2.473 0.825
C -0.511 0.211 -1.473
C -0.902 -1.739 1.008
C -0.559 1.165 1.269
N 1.550 -0.594 0.412
F 4.230 -0.521 0.751
F 3.240 1.653 -0.096
F 3.502 -0.296 -1.637
Si 3.025 0.057 -0.090
P 0.031 -0.284 0.262
H -2.611 0.104 -1.055
H -1.854 1.735 -1.091
H -2.233 0.956 -2.654
H -0.567 -2.617 -0.859
H 0.566 -3.289 0.538
H -1.055 -3.944 0.479
H 1.235 2.451 0.829
H -0.361 2.882 -0.151
H 0.094 3.331 1.435
H 0.483 0.797 -1.757
H -0.424 -0.812 -1.953
H -0.704 -1.885 2.031
H -2.006 -1.587 1.027
H -1.730 1.175 1.184
H -0.145 0.772 2.183
```

Want to see where the charge sits? The Löwdin charges in e are:
1. C -0.121
2. C -0.134
3. C -0.149
4. C -0.308
5. C -0.304
6. C -0.318
7. N -0.214
8. F -0.077
9. F -0.106
10. F -0.144
11. Si 0.083
12. P 0.703
13. H 0.088
14. H -0.004
15. H 0.092
16. H 0.042
17. H 0.085
18. H 0.074
19. H 0.061
20. H 0.100
21. H 0.039
22. H 0.121
23. H 0.073
24. H 0.053
25. H 0.083
26. H 0.118
27. H 0.063


Record 4
The following is a quantum chemistry calculation of C6H15F4KN2O12PS4 as an isolated structure, from the OMol25 dataset.

The orbital gap is 9.649 eV. The largest force on an atom comes out at 9.33 eV/A. Its total energy is -4183.68611 Ha. The calculation puts the HOMO energy at -0.278 hartree. The value obtained for the energy above the lowest of the compared OMol25 structures with the same formula, charge and spin is 50.9 kcal per mole. Its charge is -1.

Geometry as XYZ:
```
45
C6H15F4KN2O12PS4 ωB97M-V/def2-TZVPD
K -12.475 24.777 6.334
N -11.210 26.035 8.516
S -11.984 25.715 9.776
O -13.453 25.693 9.602
O -11.530 26.128 11.112
F -11.561 24.195 9.718
S -11.218 27.705 8.691
O -10.004 28.386 8.341
O -12.077 28.362 9.634
F -12.066 27.913 7.327
N -10.136 24.274 4.632
S -10.461 24.342 2.988
O -10.565 23.178 2.138
O -9.982 25.520 2.309
F -12.007 24.737 3.300
S -9.718 22.830 4.727
O -8.377 22.492 4.244
O -10.656 21.736 4.823
F -9.464 23.071 6.359
C -17.088 27.156 2.275
C -15.957 26.366 2.788
O -14.698 27.027 3.106
P -14.340 27.322 4.649
O -14.595 26.187 5.603
O -12.835 27.901 4.636
C -12.320 28.773 3.675
C -10.785 28.980 3.930
O -15.252 28.641 5.008
C -15.350 29.245 6.377
C -15.220 30.805 6.321
H -16.672 27.560 1.352
H -17.994 26.556 2.190
H -17.218 27.960 3.000
H -16.396 25.787 3.600
H -15.777 25.600 2.033
H -12.476 28.589 2.612
H -12.799 29.743 3.809
H -10.263 28.167 3.425
H -10.390 29.777 3.301
H -10.585 29.158 4.987
H -16.298 28.935 6.815
H -14.621 28.875 7.098
H -16.010 31.253 5.719
H -15.460 31.177 7.317
H -14.196 31.153 6.190
```

Want to see where the charge sits? The Löwdin charges in e are:
1. K 0.829
2. N -0.328
3. S 0.430
4. O -0.321
5. O -0.300
6. F -0.196
7. S 0.567
8. O -0.269
9. O -0.270
10. F -0.236
11. N -0.321
12. S 0.579
13. O -0.267
14. O -0.281
15. F -0.246
16. S 0.456
17. O -0.292
18. O -0.289
19. F -0.261
20. C -0.085
21. C -0.295
22. O -0.156
23. P 0.493
24. O -0.334
25. O -0.187
26. C -0.272
27. C -0.034
28. O -0.211
29. C -0.192
30. C -0.066
31. H 0.084
32. H 0.092
33. H 0.077
34. H 0.114
35. H 0.122
36. H 0.119
37. H 0.107
38. H 0.062
39. H 0.070
40. H 0.079
41. H 0.111
42. H 0.105
43. H 0.069
44. H 0.068
45. H 0.072


Record 5
The following is a quantum chemistry calculation of a 2-piece molecular cluster, C6H15INO2 overall, from the OMol25 dataset.

The orbital gap is 7.205 eV. The largest force on an atom comes out at 7.87 eV/A. Its total energy is -740.45813 Ha. The calculation puts the HOMO energy at -0.146 hartree. The value obtained for the energy above the lowest of the compared OMol25 structures with the same formula, charge and spin is 80.3 kcal per mole. Its charge is -1.

Geometry as XYZ:
```
25
C6H15INO2 ωB97M-V/def2-TZVPD
I -2.608 -1.831 -2.197
C -2.905 0.072 3.697
O -2.219 0.873 2.826
C -1.767 -0.010 1.696
C -0.750 0.836 0.859
N -0.059 -0.145 -0.101
C 0.844 0.586 -0.971
C 1.727 -0.422 -1.522
O 2.564 0.298 -2.505
C 3.770 -0.310 -2.939
H -2.256 -0.816 3.909
H -3.779 -0.293 3.354
H -3.259 0.848 4.585
H -2.605 -0.122 1.004
H -1.351 -0.846 1.991
H -0.092 1.313 1.523
H -1.445 1.362 0.334
H -0.970 -0.627 -0.620
H 1.352 1.532 -0.636
H 0.203 0.983 -1.746
H 1.033 -1.177 -2.170
H 2.409 -0.885 -0.658
H 4.181 0.578 -3.653
H 3.421 -1.247 -3.722
H 4.558 -0.545 -2.341
```

Want to see where the charge sits? The Löwdin charges in e are:
1. I -0.603
2. C -0.188
3. O -0.202
4. C -0.151
5. C -0.168
6. N -0.099
7. C -0.322
8. C -0.222
9. O -0.262
10. C -0.154
11. H 0.095
12. H 0.025
13. H 0.140
14. H 0.107
15. H 0.057
16. H 0.097
17. H 0.073
18. H -0.047
19. H 0.137
20. H 0.109
21. H 0.157
22. H 0.155
23. H 0.115
24. H 0.139
25. H 0.011


Record 6
The following is a quantum chemistry calculation of C6H15MnNO6 as an isolated structure, from the OMol25 dataset.

The orbital gap (spin up / spin down) is 6.388 / 6.541 eV. As for the expectation value of S²: 8.754. The largest force on an atom comes out at 3.89 eV/A. As for the multiplicity: 6. Its total energy is -1894.67833 Ha. The calculation puts the HOMO energy (spin up / spin down) at -0.015 / -0.021 hartree. The value obtained for the energy above the lowest of the compared OMol25 structures with the same formula, charge and spin is 20.4 kcal per mole. Its charge is -2.

Geometry as XYZ:
```
29
C6H15MnNO6 ωB97M-V/def2-TZVPD
Mn -0.241 0.091 0.448
C 1.174 0.855 -2.807
C -0.289 0.691 -2.511
O -0.516 -0.330 -1.608
H 1.508 -0.134 -3.148
H 1.715 1.053 -1.877
H 1.466 1.631 -3.528
H -0.874 0.511 -3.441
H -0.680 1.675 -2.144
C 3.338 -1.627 -0.098
C 2.322 -1.982 0.996
O 1.020 -1.673 0.730
H 4.272 -1.214 0.320
H 3.078 -0.839 -0.818
H 3.596 -2.466 -0.757
H 2.671 -1.524 1.946
H 2.417 -3.083 1.132
C -4.161 0.220 1.256
C -2.933 -0.537 1.838
O -2.039 -1.063 0.930
H -4.607 -0.218 0.358
H -3.876 1.236 0.962
H -4.917 0.275 2.049
H -3.354 -1.316 2.502
H -2.401 0.217 2.446
N 0.577 2.440 1.214
O -0.637 2.218 0.952
O 1.032 3.383 1.843
O 1.340 1.509 0.815
```

Want to see where the charge sits? The Löwdin charges in e are:
1. Mn 0.910
2. C -0.143
3. C -0.529
4. O -0.355
5. H 0.065
6. H 0.045
7. H 0.047
8. H 0.075
9. H 0.080
10. C -0.128
11. C -0.516
12. O -0.351
13. H 0.042
14. H 0.046
15. H 0.042
16. H 0.071
17. H 0.070
18. C -0.134
19. C -0.511
20. O -0.356
21. H 0.051
22. H 0.046
23. H 0.037
24. H 0.069
25. H 0.071
26. N -0.569
27. O -0.083
28. O 0.002
29. O -0.096


Record 7
The following is a quantum chemistry calculation of an isolated ion of composition C6H15N and charge -1, from the OMol25 dataset.

The orbital gap (spin up / spin down) is 2.721 / 9.646 eV. As for the expectation value of S²: 0.750. The largest force on an atom comes out at 3.70 eV/A. As for the multiplicity: 2. Its total energy is -292.25920 Ha. The calculation puts the HOMO energy (spin up / spin down) at 0.054 / -0.205 hartree. The value obtained for the energy above the lowest of the compared OMol25 structures with the same formula, charge and spin is 24.6 kcal per mole. Its charge is -1.

Geometry as XYZ:
```
22
C6H15N ωB97M-V/def2-TZVPD
C 1.556 1.248 -1.789
C 1.075 1.725 -0.436
C -0.399 1.252 0.011
C -0.979 0.070 -0.763
C -0.523 -1.373 -0.290
C 0.073 -1.382 1.113
N -0.943 -1.577 2.168
H 1.350 0.185 -1.971
H 2.681 1.326 -1.736
H 1.061 1.789 -2.604
H 1.288 2.810 -0.368
H 1.780 1.225 0.246
H -1.002 2.155 -0.182
H -0.417 1.047 1.072
H -2.078 0.219 -0.680
H -0.679 0.033 -1.821
H 0.419 -1.568 -0.949
H -1.278 -2.033 -0.668
H 0.640 -2.323 1.226
H 0.842 -0.621 1.132
H -1.869 -1.260 1.930
H -0.630 -1.132 3.027
```

Want to see where the charge sits? The Löwdin charges in e are:
1. C -0.241
2. C -0.368
3. C -0.297
4. C -0.269
5. C -0.227
6. C -0.429
7. N -0.042
8. H 0.036
9. H 0.055
10. H 0.053
11. H 0.067
12. H 0.043
13. H 0.064
14. H 0.047
15. H 0.081
16. H 0.078
17. H 0.104
18. H 0.079
19. H 0.073
20. H 0.059
21. H 0.027
22. H 0.008


Record 8
The following is a quantum chemistry calculation of the molecule C6H15N, from the OMol25 dataset.

The orbital gap is 9.576 eV. The largest force on an atom comes out at 1.88 eV/A. Its total energy is -292.33338 Ha. The calculation puts the HOMO energy at -0.309 hartree. The value obtained for the energy above the lowest of the compared OMol25 structures with the same formula, charge and spin is 22.4 kcal per mole. Its charge is 0.

Geometry as XYZ:
```
22
C6H15N ωB97M-V/def2-TZVPD
C 1.729 0.407 -0.804
C 3.109 -0.115 -0.373
C 0.577 -0.568 -0.515
N -0.577 0.110 0.073
C -1.806 -0.641 -0.041
C -3.009 0.312 -0.207
C -0.347 0.498 1.450
H 1.620 1.338 -0.255
H 1.737 0.638 -1.865
H 3.811 0.724 -0.357
H 3.077 -0.559 0.622
H 3.601 -0.804 -1.065
H 0.235 -1.003 -1.449
H 0.950 -1.363 0.143
H -1.972 -1.216 0.883
H -1.874 -1.340 -0.870
H -3.046 1.111 0.530
H -2.871 0.782 -1.178
H -3.971 -0.198 -0.183
H 0.582 1.053 1.562
H -0.416 -0.351 2.131
H -1.138 1.185 1.767
```

Want to see where the charge sits? The Löwdin charges in e are:
1. C -0.234
2. C -0.120
3. C -0.213
4. N -0.240
5. C -0.277
6. C -0.089
7. C -0.093
8. H 0.090
9. H 0.100
10. H 0.065
11. H 0.067
12. H 0.067
13. H 0.111
14. H 0.114
15. H 0.106
16. H 0.109
17. H 0.058
18. H 0.069
19. H 0.067
20. H 0.080
21. H 0.083
22. H 0.080


Record 9
The following is a quantum chemistry calculation of C6H15N as an isolated structure, from the OMol25 dataset.

The orbital gap is 8.001 eV. The largest force on an atom comes out at 6.37 eV/A. Its total energy is -292.20968 Ha. The calculation puts the HOMO energy at -0.295 hartree. The value obtained for the energy above the lowest of the compared OMol25 structures with the same formula, charge and spin is 100.0 kcal per mole. Its charge is 0.

Geometry as XYZ:
```
22
C6H15N ωB97M-V/def2-TZVPD
C 1.975 -1.271 0.296
N 0.970 -0.372 0.788
C 0.528 0.507 -0.099
C -0.874 1.025 0.176
C -2.023 0.037 -0.064
C -2.054 -1.231 0.782
C 1.513 1.665 -0.311
H 2.089 -2.073 1.017
H 1.693 -1.736 -0.674
H 2.938 -0.791 0.066
H 0.499 -0.222 -1.259
H 0.617 -0.450 -2.046
H -1.066 1.838 -0.526
H -0.951 1.457 1.176
H -2.050 -0.219 -1.126
H -2.963 0.592 0.046
H -2.156 -1.043 1.843
H -2.778 -1.954 0.401
H -1.075 -1.689 0.650
H 2.516 1.300 -0.492
H 1.241 2.285 -1.176
H 1.410 2.347 0.530
```

Want to see where the charge sits? The Löwdin charges in e are:
1. C -0.158
2. N -0.003
3. C -0.527
4. C -0.176
5. C -0.264
6. C -0.108
7. C -0.041
8. H 0.068
9. H 0.067
10. H 0.071
11. H 0.047
12. H 0.174
13. H 0.107
14. H 0.126
15. H 0.097
16. H 0.100
17. H 0.071
18. H 0.069
19. H 0.049
20. H 0.067
21. H 0.078
22. H 0.088